1.
Molecular formula: C48H62AsBaN5O6P2Si2Te
Method: DFT, the ωB97M-V functional and the def2-TZVPD basis

## Properties
LUMO level	3.597	eV
charge	-2
HOMO level	-1.88	eV
energy above the lowest of the compared OMol25 structures with the same formula, charge and spin	217.3	kJ/mol
Kohn-Sham gap	5.475	eV

Cartesian coordinates (Å):
Ba: -0.59 -0.30 0.03
O: 5.46 -4.11 1.45
C: 4.67 -3.68 2.31
O: 4.77 -3.63 3.55
C: 3.34 -3.12 1.73
C: 2.19 -3.10 2.49
C: 0.99 -2.57 1.97
N: 0.95 -2.08 0.71
C: 2.06 -2.16 -0.06
C: 3.26 -2.65 0.42
C: 1.98 -1.73 -1.47
C: 2.87 -2.26 -2.42
C: 2.84 -1.81 -3.72
C: 1.90 -0.84 -4.07
C: 1.01 -0.42 -3.10
N: 1.03 -0.87 -1.84
C: -0.22 -2.62 2.74
C: -0.42 -3.35 3.92
C: -1.65 -3.92 4.16
C: -2.58 -3.95 3.07
C: -2.44 -3.15 1.99
N: -1.42 -2.15 2.10
H: 2.24 -3.49 3.50
H: 4.16 -2.68 -0.17
H: 3.57 -3.02 -2.12
H: 3.52 -2.21 -4.45
H: 1.86 -0.43 -5.07
H: 0.24 0.30 -3.33
H: 0.41 -3.52 4.61
H: -1.85 -4.47 5.06
H: -3.37 -4.69 3.07
H: -3.05 -3.19 1.10
N: -0.68 2.58 -0.78
C: -1.01 3.39 -1.95
C: -2.49 3.24 -2.34
C: -2.67 2.66 -3.74
N: -2.06 1.33 -3.85
H: -1.08 2.99 0.06
H: 0.33 2.58 -0.61
H: -0.39 3.05 -2.78
H: -0.79 4.45 -1.78
H: -3.01 4.20 -2.30
H: -2.97 2.56 -1.63
H: -2.19 3.32 -4.47
H: -3.74 2.65 -3.98
H: -2.46 0.81 -4.62
H: -2.26 0.79 -3.01
O: -2.21 -0.09 1.48
C: -1.65 -0.83 2.31
C: -1.30 -0.29 3.67
C: -2.28 -0.57 4.62
C: -2.18 -0.05 5.90
C: -1.10 0.76 6.22
C: -0.14 1.04 5.27
C: -0.23 0.54 3.97
P: 0.96 0.89 2.58
C: 0.46 2.66 2.45
C: 1.38 3.67 2.16
C: 0.96 4.98 1.97
C: -0.38 5.31 2.06
C: -1.31 4.32 2.35
C: -0.89 3.01 2.55
C: 2.45 0.98 3.67
C: 2.81 2.05 4.48
C: 3.87 1.92 5.38
C: 4.57 0.72 5.47
C: 4.22 -0.35 4.67
C: 3.17 -0.21 3.77
H: -3.11 -1.21 4.35
H: -2.95 -0.27 6.63
H: -1.01 1.17 7.22
H: 0.71 1.65 5.55
H: 2.43 3.43 2.05
H: 1.70 5.75 1.75
H: -0.71 6.33 1.90
H: -2.36 4.56 2.42
H: -1.62 2.25 2.77
H: 2.29 2.99 4.42
H: 4.14 2.76 6.00
H: 5.39 0.63 6.18
H: 4.75 -1.29 4.70
H: 2.92 -1.04 3.13
C: 5.39 0.67 -2.95
C: 5.02 -0.04 -1.65
O: 3.71 0.33 -1.22
P: 3.44 1.60 -0.21
O: 1.98 1.43 0.11
Te: 5.20 2.02 1.26
O: 3.60 2.87 -1.26
C: 2.70 3.06 -2.34
C: 2.17 4.49 -2.30
H: 6.33 0.26 -3.35
H: 5.52 1.74 -2.77
H: 4.59 0.53 -3.68
H: 5.75 0.20 -0.88
H: 5.01 -1.12 -1.81
H: 1.89 2.33 -2.29
H: 3.25 2.89 -3.27
H: 1.62 4.65 -1.38
H: 1.52 4.68 -3.16
H: 3.01 5.19 -2.33
C: -6.26 -2.29 -1.90
Si: -4.87 -0.96 -1.89
C: -5.27 0.13 -0.38
C: -5.35 0.09 -3.43
As: -2.78 -1.90 -1.50
Si: -2.40 -2.91 -3.56
C: -2.45 -1.97 -5.23
C: -0.69 -3.75 -3.48
C: -3.63 -4.36 -3.84
H: -7.25 -1.84 -1.75
H: -6.08 -3.01 -1.10
H: -6.28 -2.84 -2.84
H: -6.27 0.56 -0.40
H: -4.54 0.94 -0.30
H: -5.17 -0.48 0.52
H: -6.43 0.10 -3.57
H: -4.90 -0.31 -4.34
H: -5.02 1.13 -3.32
H: -1.66 -1.22 -5.27
H: -3.41 -1.46 -5.34
H: -2.33 -2.65 -6.07
H: 0.11 -3.02 -3.59
H: -0.55 -4.52 -4.25
H: -0.57 -4.23 -2.50
H: -4.62 -3.99 -4.11
H: -3.73 -4.92 -2.91
H: -3.30 -5.05 -4.62

2.
Molecular formula: C12H17N
Method: DFT, the ωB97M-V functional and the def2-TZVPD basis

## Properties
LUMO level	0.854	eV
charge	0
HOMO level	-7.82	eV
energy above the lowest of the compared OMol25 structures with the same formula, charge and spin	72.2	kJ/mol
Kohn-Sham gap	8.671	eV

Cartesian coordinates (Å):
C: -2.25 1.23 2.62
C: -1.34 1.24 1.41
C: -0.04 1.63 1.56
N: 0.59 1.67 0.33
C: -0.32 1.33 -0.64
C: -0.14 1.18 -2.02
C: -1.25 0.85 -2.76
C: -2.50 0.65 -2.16
C: -2.65 0.72 -0.78
C: -1.54 1.04 0.00
H: -2.28 0.24 3.03
H: -3.20 1.71 2.47
H: -1.81 1.90 3.36
H: 0.55 1.84 2.43
H: 1.54 1.93 0.14
H: 0.84 1.29 -2.37
H: -1.17 0.67 -3.82
H: -3.41 0.54 -2.74
H: -3.64 0.49 -0.43
C: 3.09 -1.90 -0.02
C: 3.35 -3.40 0.03
C: 3.06 -4.10 1.34
H: 2.98 -1.60 -1.04
H: 2.20 -1.67 0.57
H: 3.83 -1.28 0.50
H: 2.87 -3.86 -0.84
H: 4.37 -3.59 -0.29
H: 2.00 -3.99 1.58
H: 3.13 -5.16 1.20
H: 3.77 -3.94 2.14

3.
Molecular formula: C4H7N3O4
Method: DFT, the ωB97M-V functional and the def2-TZVPD basis

## Properties
LUMO level (spin up / spin down)	-0.226 / -4.161	eV
charge	0
HOMO level (spin up / spin down)	-6.84 / -10.05	eV
energy above the lowest of the compared OMol25 structures with the same formula, charge and spin	114.6	kJ/mol
⟨S²⟩	2.01
Kohn-Sham gap (spin up / spin down)	6.619 / 5.891	eV
spin multiplicity	3

Cartesian coordinates (Å):
C: -0.11 0.48 -1.56
C: -0.84 0.33 0.43
C: 0.47 -0.05 -0.24
C: -1.45 -0.85 1.17
N: -1.34 0.91 -0.85
N: 1.85 1.05 0.43
N: 1.03 -1.40 -0.17
O: 2.92 0.62 0.16
O: 1.48 1.93 1.10
O: 1.18 -1.96 -1.23
O: 1.34 -1.86 0.91
H: 0.55 1.28 -2.20
H: -0.20 -0.28 -2.22
H: -0.52 1.19 1.23
H: -1.76 -1.54 0.52
H: -2.32 -0.39 1.70
H: -0.78 -1.37 1.75
H: -1.52 1.90 -0.93

4.
Molecular formula: H12KO6
Method: DFT, the ωB97M-V functional and the def2-TZVPD basis

## Properties
LUMO level	-3.786	eV
charge	+1
HOMO level	-14.98	eV
energy above the lowest of the compared OMol25 structures with the same formula, charge and spin	58.0	kJ/mol
Kohn-Sham gap	11.189	eV

Cartesian coordinates (Å):
K: 0.01 0.08 -1.18
O: 0.14 -2.54 -0.79
H: 0.21 -2.38 0.15
H: 1.05 -2.69 -1.12
O: 2.55 0.11 -0.46
H: 2.56 -0.55 0.27
H: 3.33 -0.03 -1.07
O: -2.25 -0.15 0.56
H: -1.59 -0.41 1.24
H: -3.13 -0.41 0.85
O: -2.09 1.36 -2.05
H: -1.94 1.62 -1.13
H: -3.04 1.15 -2.02
O: 0.41 -0.75 1.61
H: 0.79 0.14 1.83
H: 0.91 -1.41 2.17
O: 0.53 2.29 0.04
H: 0.22 2.75 0.81
H: 1.35 1.81 0.29

Calculated values (eV/Å) of strongest force on any atom for the records, taken in order: 5.08 1.54 5.48 1.79.
Calculated values (eV) of energy for the records, taken in order: -173683.861 -14209.589 -16909.593 -28800.893.